Formula: C20H15Cl2NO4
Source: the OMol25 dataset
Level of theory: the ωB97M-V functional and the def2-TZVPD basis

Positions of all 42 atoms, in Å:
O1 -1.23260 3.48608 1.77098
C1 -0.90679 3.38306 0.58331
O2 -0.87983 2.20792 -0.15199
C2 -0.94348 0.92442 0.39585
C3 -1.44445 0.57056 1.65015
C4 -1.42162 -0.76313 2.09445
C5 -0.90428 -1.77967 1.28321
C6 -0.45663 -1.46273 -0.00633
C7 -0.46653 -0.13891 -0.43089
C8 -0.10603 -2.57021 -0.99312
C9 1.28879 -2.61573 -1.59437
C10 1.63840 -3.90314 -1.80926
C11 0.58262 -4.89120 -1.35964
C12 -0.29962 -3.99312 -0.46156
C13 -0.05615 -4.10802 1.06969
C14 1.41660 -4.12592 1.54442
O3 1.84843 -5.26819 1.58474
O4 2.14241 -3.05891 1.95159
N1 -0.85599 -3.08246 1.77207
C15 -0.48545 4.61724 -0.08312
C16 -0.91587 5.85144 0.41319
C17 -0.54496 7.02241 -0.19642
C18 0.22259 7.02791 -1.37870
Cl1 0.60989 8.51812 -2.18516
C19 0.63215 5.80115 -1.92943
C20 0.33995 4.60851 -1.25194
Cl2 1.21447 3.18276 -1.83544
H1 -1.90884 1.29706 2.30653
H2 -1.83362 -0.96439 3.06087
H3 -0.10329 0.07455 -1.43331
H4 -0.77605 -2.44327 -1.84977
H5 1.89207 -1.76049 -1.82640
H6 2.59292 -4.25617 -2.19569
H7 1.00368 -5.67561 -0.76305
H8 -0.00774 -5.32458 -2.16735
H9 -1.31431 -4.30770 -0.58240
H10 -0.43522 -5.10039 1.32035
H11 2.97124 -3.44867 2.26282
H12 -0.83921 -3.17607 2.78233
H13 -1.53575 5.86362 1.32547
H14 -0.87601 7.97062 0.19674
H15 1.15410 5.81122 -2.88344

For the HOMO-LUMO gap, the calculation gives 0.281 Eh. The energy is -2047.24017 hartree. The calculation puts the LUMO energy at -0.0068 hartree. As for the SMILES: O=C(Oc1ccc2c(c1)[C@H]1C=CC[C@H]1[C@@H](C(=O)O)N2)c1ccc(Cl)cc1Cl.

---

Formula: C10H6BiCl2N2O3Rh
Source: the OMol25 dataset
Level of theory: the ωB97M-V functional and the def2-TZVPD basis

Positions of all 25 atoms, in Å:
Bi1 0.08493 -1.22691 -4.57025
Rh1 -0.21738 -0.69102 -0.93718
Cl1 -0.89268 0.61007 -3.16256
Cl2 -0.07894 -2.86996 -2.46782
C1 -0.61813 -2.06249 0.10630
C2 -0.52643 -0.50344 -7.61981
C3 0.26494 -2.83553 -6.99475
O1 -0.80147 -3.13956 0.56102
O2 -0.75969 0.15947 -8.54976
O3 0.20300 -3.02461 -8.15408
N1 -0.81100 2.39786 1.65577
C4 -0.85564 1.58814 0.53751
N2 -0.31559 0.41519 0.79548
C5 0.05322 0.41129 2.17820
C6 0.88363 -0.50279 2.80183
C7 1.34826 -0.20895 4.09174
C8 0.98366 0.99330 4.69134
C9 0.19438 1.94018 4.03042
C10 -0.25676 1.66761 2.73377
H1 -1.13698 3.34077 1.67424
H2 -1.27004 1.82540 -0.43270
H3 1.18502 -1.38172 2.21484
H4 2.05426 -0.90220 4.56576
H5 1.30668 1.12764 5.72141
H6 -0.02126 2.87227 4.52928

For the HOMO-LUMO gap (alpha / beta), the calculation gives 0.203 / 0.190 Eh. The multiplicity is 5. The energy is -1963.54971 hartree. The charge is +4. The calculation puts the energy above the lowest of the compared OMol25 structures with the same formula, charge and spin at 192.8 kJ/mol. The calculation puts the LUMO energy (alpha / beta) at -0.6256 / -0.6505 hartree.

---

- Among the records above, which one has the lowest energy?
  C20H15Cl2NO4